[1]
Below is a molecular structure, C17H43ClInNO10PS3, with properties calculated with ωB97M-V/def2-TZVPD.

Atoms and positions in Å:
C -7.74 6.50 0.66
C -7.39 5.22 -0.11
C -6.48 5.37 -1.33
Cl -7.17 6.60 -2.47
In -6.19 3.43 -2.43
C -5.91 1.78 -0.97
C -4.70 0.87 -1.27
C -3.62 0.93 -0.23
N -3.20 2.23 0.19
O -3.11 -0.04 0.26
P -8.17 2.77 -3.87
C -9.64 2.41 -2.79
C -8.72 4.22 -4.90
H -8.73 6.44 1.11
H -7.02 6.69 1.47
H -7.73 7.37 0.00
H -8.31 4.72 -0.41
H -6.87 4.53 0.57
H -5.51 5.76 -1.02
H -4.81 3.61 -3.52
H -5.86 2.16 0.05
H -6.81 1.16 -1.01
H -4.23 1.10 -2.24
H -5.00 -0.18 -1.31
H -3.44 2.90 -0.53
H -3.68 2.51 1.03
H -10.18 1.53 -3.17
H -10.35 3.24 -2.71
H -9.30 2.17 -1.78
H -9.62 4.70 -4.51
H -7.93 4.98 -4.90
H -8.89 3.91 -5.93
O 1.04 2.42 5.08
S 1.58 1.20 4.56
O 2.43 1.25 3.41
O 0.42 0.16 4.32
C -0.74 0.60 3.54
C -0.49 0.62 2.05
C 2.41 0.32 5.84
H -1.04 1.58 3.91
H -1.51 -0.12 3.80
H 0.23 1.38 1.77
H -1.43 0.81 1.54
H -0.11 -0.35 1.72
H 1.75 0.25 6.70
H 3.30 0.89 6.08
H 2.68 -0.67 5.46
O 2.87 -3.34 0.01
S 4.27 -3.05 -0.15
O 5.15 -3.21 0.97
O 4.43 -1.59 -0.73
C 3.70 -0.51 -0.08
C 4.34 -0.07 1.21
C 4.92 -3.92 -1.53
H 2.67 -0.82 0.07
H 3.70 0.29 -0.82
H 4.27 -0.84 1.98
H 3.85 0.82 1.59
H 5.40 0.15 1.06
H 4.28 -3.75 -2.38
H 4.95 -4.97 -1.26
H 5.93 -3.56 -1.71
O 7.52 -5.50 -0.87
S 8.92 -5.24 -0.99
O 9.53 -5.26 -2.29
O 9.70 -6.23 -0.02
C 9.36 -7.64 -0.11
C 10.01 -8.32 -1.31
C 9.32 -3.75 -0.17
H 8.28 -7.75 -0.13
H 9.73 -8.06 0.82
H 9.59 -7.95 -2.24
H 9.84 -9.39 -1.25
H 11.08 -8.12 -1.32
H 8.88 -3.77 0.83
H 8.90 -2.94 -0.76
H 10.40 -3.65 -0.12

Charge: -1
Lowest unoccupied orbital energy, eV: 1.595
Energy, hartree: -3666.90033
HOMO-LUMO gap, eV: 5.3

Mulliken population analysis, charges in e, atoms 1 to 4: -1.10, -0.16, -0.45, -0.29

[2]
Below is a molecular structure, C17H43GeNiO4Si3, with properties calculated with ωB97M-V/def2-TZVPD.

Atoms and positions in Å:
Ni -0.16 -0.22 1.11
C 1.38 0.25 3.82
C 2.31 -0.53 2.90
O 1.60 -1.28 1.91
C 1.16 -2.60 2.28
C -0.26 -2.64 2.82
O -1.11 -2.12 1.81
C -2.48 -1.95 2.16
C -2.72 -0.60 2.82
O -2.09 0.41 2.02
C -1.83 1.64 2.71
C -0.67 1.51 3.68
O 0.37 0.83 3.00
H 1.94 1.02 4.35
H 0.91 -0.40 4.57
H 2.96 -1.18 3.48
H 2.92 0.18 2.33
H 1.84 -3.03 3.02
H 1.20 -3.19 1.37
H -0.35 -2.06 3.75
H -0.53 -3.68 3.04
H -2.82 -2.74 2.82
H -3.04 -2.01 1.22
H -2.32 -0.59 3.84
H -3.79 -0.40 2.87
H -2.72 1.98 3.24
H -1.59 2.36 1.93
H -0.95 0.96 4.58
H -0.34 2.51 3.99
C -0.08 -1.31 -4.33
Si -0.28 -1.83 -2.53
C -2.04 -2.31 -2.06
C 0.98 -3.11 -1.97
Ge 0.20 0.16 -1.03
Si 2.53 1.11 -1.41
C 2.59 1.73 -3.19
C 3.62 -0.39 -1.06
C 2.65 2.47 -0.11
Si -1.46 1.98 -1.99
C -0.79 3.52 -1.13
C -3.05 1.31 -1.24
C -1.36 2.09 -3.85
H -0.23 -2.19 -4.96
H 0.92 -0.92 -4.54
H -0.81 -0.56 -4.63
H -2.35 -3.21 -2.59
H -2.76 -1.53 -2.29
H -2.09 -2.52 -0.99
H 1.04 -3.91 -2.71
H 0.67 -3.56 -1.02
H 1.97 -2.69 -1.85
H 2.37 0.93 -3.90
H 3.59 2.10 -3.41
H 1.89 2.54 -3.35
H 3.80 -0.97 -1.96
H 3.17 -1.04 -0.31
H 4.60 -0.07 -0.68
H 2.30 3.42 -0.51
H 3.68 2.62 0.22
H 2.04 2.22 0.76
H -0.42 3.31 -0.13
H -1.59 4.27 -1.05
H 0.02 3.96 -1.71
H -2.85 0.82 -0.29
H -3.54 0.60 -1.90
H -3.74 2.13 -1.05
H -0.38 1.78 -4.24
H -1.52 3.12 -4.16
H -2.12 1.47 -4.33

Charge: +2
Lowest unoccupied orbital energy (spin up / spin down), eV: -7.421 / -8.443
Energy, hartree: -5427.61757
HOMO-LUMO gap (spin up / spin down), eV: 6.5 / 5.2
Spin multiplicity: 2

natural (NBO) population analysis, charges in e, atoms 1 to 4: 0.93, -0.09, -0.09, -0.57

[3]
Below is a molecular structure, C17H44B2FKN3NaO10S, with properties calculated with ωB97M-V/def2-TZVPD.

Atoms and positions in Å:
C 0.32 -0.58 1.06
O 0.48 -1.07 -0.31
B 1.90 -0.88 -0.78
O 2.72 -2.10 -0.98
B 2.39 0.68 -0.99
O 1.62 1.45 -2.00
C 2.21 2.82 -1.83
C 3.78 2.48 -1.38
O 3.80 0.98 -1.31
H 1.19 -1.05 1.70
H -0.74 -0.97 1.44
H 0.29 0.59 1.18
H 2.27 -2.79 -0.38
H 2.30 1.15 0.11
H 2.21 3.53 -2.76
H 1.55 3.22 -0.91
H 4.64 3.02 -1.95
H 3.81 3.05 -0.33
C 0.26 -5.07 6.63
C 0.25 -5.09 5.11
O 0.46 -3.78 4.58
C 1.75 -3.35 4.57
O 2.72 -3.98 4.97
O 1.77 -2.09 4.08
C 3.06 -1.48 4.11
H -0.45 -4.33 7.01
H 0.00 -6.05 7.03
H 1.25 -4.79 7.01
H -0.74 -5.42 4.76
H 0.98 -5.80 4.71
H 3.81 -2.11 3.62
H 3.35 -1.27 5.14
H 3.01 -0.54 3.56
C 6.11 5.12 1.01
O 4.85 4.59 0.62
H 6.76 5.17 0.13
H 5.97 6.13 1.40
H 6.55 4.48 1.77
H 4.29 4.57 1.41
K 0.26 1.70 -3.37
Na 5.17 -0.47 4.93
C 5.62 0.10 -6.64
C 4.69 0.99 -7.45
C 4.25 2.24 -6.69
C 3.50 1.85 -5.43
N 2.88 1.52 -4.38
H 5.13 -0.28 -5.73
H 5.93 -0.77 -7.23
H 6.52 0.65 -6.34
H 3.80 0.40 -7.74
H 5.19 1.29 -8.37
H 3.59 2.85 -7.32
H 5.12 2.85 -6.42
F -1.29 -1.67 -1.27
C -5.39 2.10 -2.12
C -3.94 2.34 -2.23
N -2.80 2.53 -2.31
H -5.96 3.03 -2.10
H -5.77 1.51 -2.96
H -5.64 1.54 -1.21
C -7.59 -0.80 2.94
S -6.57 0.43 2.10
O -7.33 0.90 0.89
C -5.30 -0.73 1.53
H -8.47 -0.31 3.35
H -7.90 -1.57 2.23
H -7.02 -1.25 3.75
H -5.76 -1.50 0.91
H -4.81 -1.18 2.39
H -4.56 -0.17 0.94
N -9.15 2.42 2.37
H -9.54 3.29 1.98
H -8.58 2.64 3.19
H -9.92 1.80 2.64
H -8.57 1.96 1.66
C -2.51 -4.10 -2.65
O -2.23 -2.93 -2.11
H -1.71 -4.60 -3.21
H -2.82 -4.91 -1.96
H -3.34 -4.14 -3.38

Charge: 0
Lowest unoccupied orbital energy, eV: -1.528
Energy, hartree: -2900.21736
HOMO-LUMO gap, eV: 1.1

Mulliken population analysis, charges in e, atoms 1 to 4: -0.23, 0.03, -0.15, -0.65

[4]
Below is 5 unconnected molecules or ions with the total composition C17H44BO9S, with properties calculated with ωB97M-V/def2-TZVPD.

Atoms and positions in Å:
C -1.62 -0.83 0.84
C -2.19 0.60 0.91
O -1.31 1.57 0.43
B -0.49 2.20 1.41
O 0.42 3.22 0.81
C 1.40 3.43 1.77
C 1.36 2.15 2.68
S 2.99 1.39 2.99
C 3.38 2.00 4.62
O 2.89 -0.04 3.10
O 3.98 1.96 2.09
O 0.52 1.27 2.06
H -2.16 -1.45 0.12
H -0.57 -0.80 0.57
H -1.69 -1.32 1.81
H -2.45 0.82 1.96
H -3.12 0.66 0.34
H -1.16 2.74 2.34
H 1.16 4.30 2.41
H 2.38 3.59 1.32
H 0.99 2.43 3.69
H 2.55 1.78 5.29
H 3.58 3.07 4.58
H 4.26 1.44 4.93
C 1.98 -2.75 -3.31
C 1.77 -3.10 -1.85
C 1.44 -4.58 -1.67
O 0.76 -2.29 -1.26
H 1.08 -2.95 -3.89
H 2.22 -1.69 -3.41
H 2.79 -3.33 -3.75
H 2.67 -2.87 -1.28
H 0.52 -4.83 -2.20
H 1.30 -4.81 -0.62
H 2.24 -5.21 -2.07
H -0.07 -2.44 -1.73
C 1.40 7.32 4.99
C 2.68 6.53 4.78
C 3.49 7.06 3.60
O 2.41 5.15 4.62
H 0.76 7.24 4.11
H 0.85 6.92 5.84
H 1.61 8.37 5.17
H 3.29 6.58 5.69
H 2.91 6.98 2.68
H 4.40 6.48 3.48
H 3.75 8.11 3.75
H 1.87 5.03 3.82
C -5.69 -2.22 1.82
C -5.88 -1.04 0.87
C -7.31 -0.94 0.37
O -4.96 -1.11 -0.20
H -5.91 -3.16 1.30
H -4.65 -2.26 2.17
H -6.35 -2.14 2.69
H -5.61 -0.12 1.39
H -7.58 -1.84 -0.19
H -7.41 -0.08 -0.30
H -8.01 -0.83 1.19
H -5.13 -1.92 -0.71
C 1.34 -6.19 -7.63
C 0.95 -4.94 -6.87
C 0.04 -4.03 -7.69
O 2.09 -4.23 -6.41
H 1.90 -5.92 -8.54
H 1.98 -6.82 -7.02
H 0.46 -6.76 -7.94
H 0.43 -5.22 -5.96
H 0.56 -3.70 -8.60
H -0.23 -3.14 -7.12
H -0.87 -4.54 -8.00
H 2.60 -3.94 -7.18

Charge: -1
Lowest unoccupied orbital energy, eV: 2.215
Energy, hartree: -1774.41224
HOMO-LUMO gap, eV: 7.0

Mulliken population analysis, charges in e, atoms 1 to 4: -0.90, -0.23, -0.72, 1.56

[5]
Below is a molecular structure, C17H44CrN3O12P2, with properties calculated with ωB97M-V/def2-TZVPD.

Atoms and positions in Å:
Cr 0.56 -0.40 -0.27
C 1.06 -2.77 -3.13
C 0.43 -3.33 -1.86
O 0.18 -2.39 -0.88
H 0.47 -1.92 -3.52
H 1.03 -3.52 -3.93
H 2.07 -2.41 -2.96
H 1.15 -4.10 -1.51
H -0.49 -3.88 -2.14
C -3.13 0.74 -2.33
C -2.01 -0.16 -1.88
O -0.99 0.34 -1.35
N -2.16 -1.47 -1.88
C -3.15 -2.21 -2.65
H -3.23 0.74 -3.42
H -2.93 1.74 -1.98
H -4.08 0.36 -1.94
H -1.31 -1.95 -1.53
H -3.08 -3.28 -2.48
H -3.06 -2.01 -3.72
H -4.17 -2.00 -2.30
C 3.19 -3.01 1.34
C 2.45 -1.82 1.87
O 2.05 -0.92 1.12
N 2.21 -1.79 3.19
C 1.48 -0.74 3.87
H 3.90 -2.70 0.57
H 2.48 -3.72 0.93
H 3.72 -3.55 2.13
H 2.45 -2.60 3.72
H 1.31 0.08 3.17
H 2.09 -0.32 4.67
H 0.49 -1.02 4.22
C 4.28 0.26 -2.09
C 2.85 0.40 -2.53
O 1.93 0.18 -1.75
N 2.63 0.78 -3.80
C 1.30 0.87 -4.37
H 4.71 1.27 -2.05
H 4.87 -0.27 -2.84
H 4.32 -0.25 -1.14
H 3.40 0.66 -4.43
H 1.00 1.91 -4.45
H 0.58 0.38 -3.72
H 1.26 0.37 -5.34
C -3.38 1.43 1.64
O -3.32 0.02 1.41
P -2.07 -0.76 1.93
O -0.76 -0.31 1.46
O -2.11 -0.66 3.51
C -3.34 -0.97 4.19
O -2.47 -2.22 1.57
C -1.51 -3.27 1.77
H -3.42 1.95 0.68
H -2.49 1.85 2.11
H -4.27 1.63 2.22
H -3.24 -0.61 5.21
H -3.44 -2.05 4.23
H -4.16 -0.40 3.77
H -0.57 -2.89 2.17
H -1.36 -3.77 0.82
H -1.91 -4.01 2.47
C -0.87 4.92 1.65
O -0.64 3.56 1.28
P 0.76 3.18 0.63
O 0.88 1.75 0.39
O 0.92 4.12 -0.62
C 0.29 3.69 -1.84
O 1.88 3.82 1.54
C 2.15 3.30 2.85
H -1.68 5.32 1.05
H 0.01 5.55 1.56
H -1.15 4.98 2.71
H -0.56 4.35 -2.03
H -0.03 2.65 -1.80
H 1.00 3.80 -2.65
H 2.92 3.94 3.26
H 2.57 2.30 2.76
H 1.26 3.26 3.47

Charge: +1
Lowest unoccupied orbital energy (spin up / spin down), eV: -1.513 / -1.513
Energy, hartree: -3468.61009
HOMO-LUMO gap (spin up / spin down), eV: 7.1 / 8.9
Relative energy (zero: lowest compared OMol25 entry of this formula, charge and spin), kcal/mol: 0.0
Spin multiplicity: 5

Mulliken population analysis, charges in e, atoms 1 to 4: 0.04, -0.73, -0.79, 0.56

[6]
Below is 2 unconnected molecules or ions with the total composition C17H44N3O3PSSi2, with properties calculated with ωB97M-V/def2-TZVPD.

Atoms and positions in Å:
C -3.04 -0.29 5.94
C -3.54 0.99 5.25
C -2.53 1.63 4.29
C -2.56 1.07 2.86
C -1.50 0.01 2.58
C -1.84 -0.81 1.33
O -0.83 -1.65 0.85
C 0.44 -1.05 0.77
C 0.86 -0.59 2.15
C 2.34 -0.35 2.35
C 2.72 0.25 3.70
C 4.23 0.40 3.86
S 5.05 -1.19 4.26
N -0.06 0.57 2.54
P 0.07 2.16 1.56
N -0.66 2.28 0.27
O -0.38 3.18 2.69
O 1.63 2.35 1.44
H -1.97 -0.45 5.78
H -3.55 -1.19 5.58
H -3.20 -0.26 7.02
H -4.45 0.76 4.68
H -3.84 1.72 5.99
H -1.53 1.47 4.73
H -2.67 2.71 4.26
H -2.52 1.86 2.11
H -3.51 0.56 2.70
H -1.48 -0.66 3.45
H -2.66 -1.46 1.62
H -2.22 -0.15 0.54
H 1.13 -1.81 0.41
H 0.45 -0.23 0.05
H 0.55 -1.39 2.84
H 2.80 -1.34 2.29
H 2.77 0.23 1.53
H 2.34 -0.40 4.51
H 2.26 1.24 3.87
H 4.67 0.77 2.93
H 4.47 1.12 4.64
H 5.44 -0.84 5.48
H 0.17 0.79 3.51
H -1.19 1.59 -0.22
H -0.13 3.07 3.61
H 2.17 2.39 2.23
C 0.25 2.05 -3.25
Si 0.13 0.25 -3.82
C -1.54 -0.37 -3.11
C 1.40 -0.68 -2.73
N 0.34 0.12 -5.44
Si 0.34 -1.20 -6.46
C -1.28 -2.19 -6.50
C 1.69 -2.50 -6.08
C 0.65 -0.67 -8.25
H 0.12 2.19 -2.17
H 1.22 2.46 -3.53
H -0.52 2.65 -3.75
H -1.68 -0.07 -2.06
H -1.61 -1.46 -3.15
H -2.36 0.04 -3.69
H 2.43 -0.44 -3.03
H 1.27 -1.76 -2.78
H 1.25 -0.36 -1.70
H -1.43 -2.75 -5.57
H -1.30 -2.91 -7.32
H -2.13 -1.51 -6.62
H 2.66 -2.00 -5.95
H 1.79 -3.23 -6.88
H 1.47 -3.05 -5.16
H 1.61 -0.15 -8.32
H -0.13 0.03 -8.57
H 0.66 -1.51 -8.94

Charge: 0
Lowest unoccupied orbital energy, eV: -1.575
Energy, hartree: -2382.65686
HOMO-LUMO gap, eV: 4.0

Mulliken population analysis, charges in e, atoms 1 to 4: -1.09, -0.73, -0.71, -0.60

We obtain largest force on an atom values of 0.703; 1.974; 10.494; 0.343; 1.230; 0.578 eV/A for the records listed above, in that order.